ORCA calculation (ωB97M-V/def2-TZVPD) on a cluster of 12 separate species, C36H63F3O36 in total at a distorted geometry.

E_HOMO ... -10.503 eV
Spin multiplicity ... 1
Structure (SMILES) ... O=C1OC[C@@H](F)O1.O=C1OC[C@@H](F)O1.O=C1OC[C@@H](F)O1.COC(=O)OC.COC(=O)OC.COC(=O)OC.COC(=O)OC.COC(=O)OC.COC(=O)OC.COC(=O)OC.COC(=O)OC.COC(=O)OC
LUMO ... 0.4 eV

Each line ends with the Mulliken charge.
Geometry (Å):
C 15.45397 18.05869 11.52593  -0.4266
O 14.91714 17.48428 12.71078  -0.1964
C 15.34393 18.03818 13.89683  0.8198
O 16.06838 19.02788 13.88875  -0.6081
O 14.93114 17.28928 14.91523  -0.3195
C 15.50440 17.71550 16.21907  -0.3020
H 15.37984 19.16806 11.44901  0.3351
H 14.94838 17.59961 10.66701  0.2422
H 16.52070 17.83674 11.41515  0.0339
H 15.83101 16.86843 16.78605  -0.0428
H 14.71744 18.18925 16.80392  0.3246
H 16.30779 18.43866 16.00455  0.2691
C 16.02945 13.70999 7.80054  -0.4436
O 17.31452 14.24727 8.27221  -0.4714
C 17.41655 14.57754 9.61750  0.3750
O 16.43326 14.66502 10.39398  -0.3570
O 18.64561 14.88145 9.95448  0.2314
C 19.73016 14.87305 9.03772  -0.6960
H 15.99503 13.94522 6.74889  0.2867
H 15.25999 14.32090 8.21898  0.1561
H 15.93862 12.65947 8.12986  0.2331
H 19.91741 13.80321 8.90724  0.2103
H 20.56759 15.39450 9.56625  0.1229
H 19.50910 15.29608 8.07496  0.3392
C 22.64489 16.88149 12.63536  -0.4662
O 22.19541 15.54221 12.53420  -0.3004
C 22.29431 14.76217 13.61273  0.8890
O 22.82876 15.09513 14.65227  -0.7027
O 21.82347 13.58241 13.34194  0.0011
C 21.93868 12.58214 14.27981  -0.3711
H 21.75784 17.42146 12.24898  -0.1197
H 23.51679 17.06485 12.02686  0.3270
H 22.73667 17.22838 13.63811  0.3807
H 21.67914 11.67469 13.76230  0.0331
H 21.22141 12.71276 15.11965  -0.1035
H 22.91189 12.40875 14.74758  -0.0222
C 23.92166 8.10951 18.05916  -0.1996
O 22.78905 7.47154 18.60840  -0.3636
C 21.56535 7.72423 18.03733  0.6700
O 20.52551 7.40641 18.43258  -0.4739
O 21.72144 8.34889 16.78223  -0.4001
C 20.55446 9.00401 16.38227  -0.2429
H 23.54742 9.15108 17.89117  -0.0779
H 24.37080 7.67406 17.18044  0.2589
H 24.76079 8.14029 18.77192  0.2523
H 20.51602 10.00419 16.80930  0.1410
H 19.67360 8.42444 16.74105  0.4464
H 20.55606 9.09840 15.31514  0.0302
C 15.40314 9.47476 15.01772  -0.1591
O 15.03826 9.78138 13.68525  0.0329
C 13.91209 9.28338 13.17302  0.5737
O 13.43613 9.48170 12.07606  -0.5947
O 13.26284 8.64849 14.12644  -0.3233
C 11.98142 8.24186 13.66570  -0.7018
H 16.35393 9.96447 15.04574  -0.3796
H 15.60280 8.43513 15.20889  0.4615
H 14.68114 9.90341 15.69236  0.4658
H 11.43721 9.19455 13.43137  0.2971
H 11.53859 7.75555 14.55494  0.2185
H 12.00174 7.56928 12.80323  0.2808
C 10.94282 16.17670 9.18105  -0.6664
O 11.37931 15.52414 10.36189  -0.3790
C 12.46178 14.74053 10.21624  0.9116
O 13.09337 14.57609 9.18784  -0.6084
O 12.69213 14.20174 11.36492  -0.3290
C 13.69780 13.21372 11.39073  -0.3034
H 10.89676 15.50507 8.32506  0.3002
H 11.59396 17.04707 9.00939  0.2675
H 9.99045 16.63738 9.41391  0.2546
H 14.68168 13.65844 11.62464  -0.0772
H 13.73616 12.62451 10.50382  0.3540
H 13.57606 12.53731 12.20445  0.2679
C 24.55813 12.94839 17.10841  -0.2793
O 23.63932 13.33919 18.12200  -0.3468
C 22.62504 12.53421 18.19541  0.7474
O 22.23342 11.71338 17.37084  -0.2500
O 22.04835 12.72974 19.33053  -0.4283
C 21.07430 11.71050 19.67595  -0.2628
H 25.12678 12.06160 17.44755  0.2990
H 25.25350 13.72044 16.89210  0.2734
H 24.02422 12.72543 16.18011  0.0624
H 21.60453 10.73804 19.63957  0.2383
H 20.26873 11.80680 18.95905  0.0150
H 20.71432 12.03073 20.62372  0.2496
C 21.73324 11.22271 10.47836  -0.5819
O 21.04812 10.35403 11.33480  -0.3743
C 19.87179 10.84479 11.75348  0.5408
O 19.36508 11.89750 11.50846  -0.1562
O 19.38809 9.90908 12.56388  -0.3779
C 18.01230 10.14762 12.96146  -0.1937
H 22.55097 10.61104 10.11277  0.2542
H 22.11704 12.04969 11.08152  0.2114
H 21.17056 11.57795 9.63456  0.2420
H 17.67816 9.18568 13.14731  0.4283
H 17.44877 10.66205 12.17888  0.3134
H 17.96274 10.75349 13.87241  -0.4351
C 15.71992 13.65648 19.53716  -0.4779
O 15.50322 12.45354 18.82741  -0.3698
C 16.60226 11.77894 18.65178  0.8617
O 17.70975 12.14570 18.88877  -0.5191
O 16.32086 10.55054 18.16238  -0.4157
C 17.48927 9.84077 17.84480  -0.8120
H 15.48072 13.39373 20.55414  0.3221
H 14.95792 14.45572 19.19163  0.1727
H 16.75222 13.95856 19.39636  0.1320
H 17.15064 9.10955 17.11655  0.2291
H 17.89338 9.29919 18.62815  0.6335
H 18.23291 10.40548 17.34587  0.1379
C 20.33090 17.25619 17.06281  0.1081
C 20.75940 15.74261 17.36637  0.7197
O 19.55230 15.09588 17.27700  0.1850
C 18.50301 15.96258 17.52925  0.2279
O 17.38379 15.65550 17.66584  -0.4632
O 18.92598 17.24091 17.43706  -0.3918
F 21.28617 15.64916 18.61544  -0.3918
H 20.41502 17.50142 15.98554  -0.3016
H 20.83288 18.01308 17.62892  0.4282
H 21.44392 15.32120 16.65862  -0.0874
C 18.83805 20.52503 12.60053  -0.4477
C 18.98904 18.96582 12.39844  1.0442
O 19.76716 18.58255 13.48366  0.2701
C 20.48155 19.64666 13.89009  0.3748
O 21.42260 19.53414 14.65188  -0.5304
O 19.90305 20.83930 13.45634  -0.3716
F 19.58388 18.62626 11.27717  -0.3343
H 17.83239 20.69113 13.07400  0.2517
H 18.88240 20.96804 11.63732  0.3879
H 18.05285 18.44226 12.53339  -0.6475
C 17.19356 14.47323 13.47017  0.7600
C 18.50431 15.21067 13.62510  0.4348
O 19.30835 14.25165 14.34299  0.5593
C 18.52881 13.22724 14.82858  -0.9381
O 18.87602 12.33034 15.52878  0.2378
O 17.28243 13.29586 14.33922  -0.2903
F 18.33840 16.31778 14.36940  -0.0791
H 16.83850 14.22306 12.45658  -0.7454
H 16.48504 15.21841 13.90311  -0.0986
H 18.99096 15.45754 12.69041  0.1798